i.
Computed, not measured: the ion C4H10NO with charge -1, with ωB97M-V/def2-TZVPD.

- SMILES: CN[C@@H](C)C[O-]
- E_HOMO: -2.4 eV
- Net charge: -1
- Kohn-Sham gap: 6.3 eV
- Lowest unoccupied orbital energy: 3.940 eV

CARTESIAN COORDINATES (ANGSTROEM)
C 1.7249 -0.6810 0.6196
N 0.9404 -0.5323 -0.5807
C -0.5425 -0.2783 -0.4340
C -1.0110 -0.1497 1.0163
C -0.9376 1.0448 -1.2324
O -2.1657 1.0839 -1.7116
H 1.3312 -1.5477 1.1755
H 1.7722 0.1590 1.3162
H 2.7049 -1.0863 0.4059
H 1.2771 0.2474 -1.1423
H -0.9908 -1.1432 -0.9361
H -0.5617 -0.8909 1.6728
H -0.7486 0.8657 1.3603
H -2.0944 -0.0657 0.9970
H -0.5934 1.8510 -0.5061
H -0.1050 1.1232 -2.0202

ii.
Computed, not measured: a structure of composition C4H10NO, with ωB97M-V/def2-TZVPD.

- E_HOMO: -1.8 eV
- Net charge: -1
- Kohn-Sham gap: 6.1 eV
- Lowest unoccupied orbital energy: 4.233 eV

CARTESIAN COORDINATES (ANGSTROEM)
C -0.3434 0.3257 0.8009
O -1.5622 0.3961 0.8715
C 0.4120 -0.7447 0.1604
C 0.5458 0.4967 -0.9110
C -0.6139 0.9422 -1.8312
N 1.6150 -1.3344 0.5428
H 0.1618 -1.2799 3.3911
H 0.2344 0.9136 1.5411
H -0.2215 -1.5372 -0.2558
H 1.1296 1.3817 -0.6259
H 1.2204 0.0765 -1.6592
H -1.1447 0.0701 -2.2126
H -0.1833 1.4870 -2.6692
H -1.3305 1.5598 -1.2938
H -0.1801 -1.7802 2.9504
H 2.0367 -0.7882 1.2988

iii.
Computed, not measured: a cluster of 2 separate species, C4H10NO in total, with ωB97M-V/def2-TZVPD.

- E_HOMO: -2.5 eV
- Net charge: -1
- Kohn-Sham gap: 6.5 eV
- Lowest unoccupied orbital energy: 4.038 eV

CARTESIAN COORDINATES (ANGSTROEM)
C 1.1357 -2.0633 0.0406
N -0.0365 -1.3458 -0.5133
C 0.4520 -0.1414 -1.3474
O 1.3658 -0.3921 -2.2603
H 1.9368 -2.0468 -0.7040
H 0.8312 -3.0673 0.3455
H 1.4751 -1.5543 0.9513
H -0.4280 -2.0010 -1.1913
H 0.7590 0.5501 -0.5100
H -0.5059 0.2825 -1.7455
C -1.2378 1.4629 1.5688
C -1.0946 2.4641 0.7134
H -1.0118 0.4328 1.3193
H -1.5291 1.6514 2.5985
H -0.8180 2.2916 -0.3149
H -1.2941 3.4766 1.0491

iv.
Computed, not measured: the ion C4H10NO with charge -1, with ωB97M-V/def2-TZVPD.

- SMILES: CC(C)NC[O-]
- E_HOMO: -2.3 eV
- Net charge: -1
- Kohn-Sham gap: 6.4 eV
- Lowest unoccupied orbital energy: 4.131 eV

CARTESIAN COORDINATES (ANGSTROEM)
C 1.4453 -0.4652 -1.2371
C 1.0167 0.4009 -0.1055
C 0.4063 1.6376 -0.6847
N 0.1867 -0.3755 0.9596
C -1.1409 -0.9629 0.4375
O -2.1043 -0.2579 0.9224
H 1.3038 -1.6254 -0.7825
H 0.6021 -0.6572 -1.9599
H 2.3765 -0.4191 -1.6604
H 2.0280 0.6065 0.6007
H -0.4521 1.2302 -1.4283
H -0.0550 2.3555 0.0067
H 1.1764 2.1867 -1.2080
H 0.0243 0.2597 1.7724
H -0.9270 -0.9437 -0.6747
H -0.9137 -1.9647 0.7757

Result of the stability comparison: i is the most stable of them.

i.
Computed, not measured: the ion C4H10NO with charge -1, with ωB97M-V/def2-TZVPD.

- SMILES: C[C@H](N)CC[O-]
- E_HOMO: -2.1 eV
- Net charge: -1
- Kohn-Sham gap: 6.3 eV
- Lowest unoccupied orbital energy: 4.272 eV

CARTESIAN COORDINATES (ANGSTROEM)
C -1.4287 0.6096 0.0998
C 0.1044 0.6499 -0.1794
N 0.4536 1.4011 -1.4566
C 0.6617 -0.7757 -0.2490
C 0.9220 -1.4649 1.1310
O 0.4861 -0.6456 2.1559
H -1.6406 -0.2500 0.7194
H -1.8310 1.5835 0.3697
H -1.8378 0.3326 -0.9025
H 0.4124 1.2349 0.6849
H -0.4049 1.2779 -1.9917
H 0.3889 2.3680 -1.1401
H -0.1680 -1.3299 -0.7251
H 1.5309 -0.7741 -0.8982
H 0.3756 -2.4373 1.0985
H 1.9752 -1.7800 1.2835

ii.
Computed, not measured: the ion C4H10NO with charge -1, with ωB97M-V/def2-TZVPD.

- SMILES: CC[C@H](N)C[O-]
- E_HOMO: -2.5 eV
- Net charge: -1
- Kohn-Sham gap: 6.5 eV
- Lowest unoccupied orbital energy: 4.079 eV

CARTESIAN COORDINATES (ANGSTROEM)
C 1.4939 -0.2097 1.3468
C 0.9812 -0.3467 -0.0802
C -0.3887 0.3078 -0.2304
N -1.3646 -0.2403 0.7199
C -0.9872 0.1737 -1.6468
O -2.1988 0.6912 -1.7605
H 1.5310 0.8320 1.6765
H 0.8571 -0.7558 2.0409
H 2.5153 -0.5615 1.5432
H 1.6476 0.1922 -0.7423
H 0.9179 -1.4123 -0.3163
H -0.1940 1.3674 -0.0075
H -1.5276 0.5083 1.3898
H -2.2489 -0.0800 0.2090
H -0.1241 0.4841 -2.3113
H -0.9102 -0.9502 -1.8307

Result of the stability comparison: ii is the most stable of them.

i.
Computed, not measured: the ion C4H6N with charge +1, with ωB97M-V/def2-TZVPD.

- SMILES: C=C=[N+]1CC1
- E_HOMO: -15.9 eV
- Net charge: +1
- Kohn-Sham gap: 10.7 eV
- Lowest unoccupied orbital energy: -5.197 eV

CARTESIAN COORDINATES (ANGSTROEM)
C 2.5911 -0.0001 -0.0237
C 1.2173 0.0013 0.0792
N -0.1476 -0.0218 0.0253
C -1.3702 0.7646 -0.0030
C -1.3487 -0.7494 -0.0278
H 3.3294 -0.0277 0.8217
H 3.0726 0.0893 -0.9857
H -1.4808 1.1309 -1.0279
H -1.7386 1.2328 0.8084
H -1.2741 -1.3737 0.8424
H -1.5864 -1.1522 -0.9615

ii.
Computed, not measured: a cluster of 2 separate species, C4H6N in total, with ωB97M-V/def2-TZVPD.

- E_HOMO: -15.9 eV
- Net charge: +1
- Kohn-Sham gap: 10.3 eV
- Lowest unoccupied orbital energy: -5.668 eV

CARTESIAN COORDINATES (ANGSTROEM)
C -2.5369 -0.6245 2.3201
C -0.3810 -0.9546 -0.8153
C 0.4629 -0.0452 -0.7805
C 1.5579 0.7642 -0.7429
N -1.8653 -0.6267 1.4170
H -2.8921 -0.7691 3.3340
H -0.8753 -1.7548 -1.4453
H -1.1467 -0.6644 0.0006
H 1.8673 1.4197 0.1934
H 2.6723 0.4158 -0.7925
H 1.5223 1.4880 -1.5993

iii.
Computed, not measured: a cluster of 3 separate species, C4H6N in total, with ωB97M-V/def2-TZVPD.

- E_HOMO: -14.9 eV
- Net charge: +1
- Kohn-Sham gap: 9.8 eV
- Lowest unoccupied orbital energy: -5.139 eV

CARTESIAN COORDINATES (ANGSTROEM)
C -2.0642 0.4158 -0.6030
C 0.3393 -1.8805 -0.3023
C -1.3975 -0.4750 -1.4423
C -2.6791 1.1899 0.1037
N -0.5321 -1.3257 -0.8439
H 1.1953 -2.3032 0.1539
H 5.3284 1.8289 3.4403
H -2.0477 -1.1695 -1.9305
H -0.7623 -0.0391 -2.2325
H -3.2881 1.7324 0.8307
H 5.9081 2.0260 2.8259

iv.
Computed, not measured: the ion C4H6N with charge +1, with ωB97M-V/def2-TZVPD.

- SMILES: C=CC#C[NH3+]
- E_HOMO: -13.9 eV
- Net charge: +1
- Kohn-Sham gap: 9.8 eV
- Lowest unoccupied orbital energy: -4.128 eV

CARTESIAN COORDINATES (ANGSTROEM)
C 2.5554 -0.1531 -0.3374
C 1.4953 0.4517 -0.7723
C 0.2276 0.2212 -0.3528
C -0.9418 0.0243 -0.0632
N -2.2468 -0.2497 0.4880
H 3.4800 0.0838 -0.8258
H 2.5859 -1.0565 0.3922
H 1.5341 1.1406 -1.6908
H -2.3014 -1.2025 0.5906
H -2.8311 0.3422 -0.0544
H -2.1470 0.1749 1.3643

Result of the stability comparison: iv is the most stable of them.

i.
Computed, not measured: a cluster of 2 separate species, C3H9BrN3 in total, with ωB97M-V/def2-TZVPD.

- E_HOMO: -13.3 eV
- Net charge: +1
- Kohn-Sham gap: 8.6 eV
- Lowest unoccupied orbital energy: -4.714 eV

CARTESIAN COORDINATES (ANGSTROEM)
C 1.3056 -1.0854 0.9388
C 1.8557 -1.4607 -0.3951
C -1.4645 0.2249 -0.9900
N -2.0682 1.5305 0.8929
N -1.5074 1.3400 -0.3393
N 0.8123 -0.4460 -0.3256
Br 3.5716 -0.6071 -0.7027
H 0.5027 -1.7287 1.3659
H 1.8688 -0.3314 1.5073
H -0.9855 0.2534 -1.9344
H -1.4477 -0.6642 -0.4569
H -1.3492 1.9918 1.4244
H -2.5727 0.6810 1.1730
H 1.6081 -2.3546 -0.8354
H -1.4712 2.2489 -0.8476
H 1.3416 0.4078 -0.4755

ii.
Computed, not measured: a cluster of 2 separate species, C3H9BrN3 in total, with ωB97M-V/def2-TZVPD.

- E_HOMO (spin up / spin down): -13.8 / -12.8 eV
- Net charge: +1
- Kohn-Sham gap (spin up / spin down): 8.7 / 7.9 eV
- Lowest unoccupied orbital energy (spin up / spin down): -5.101 / -4.920 eV

CARTESIAN COORDINATES (ANGSTROEM)
C 0.0886 1.7772 -0.3450
C 1.2550 -1.6949 -0.8634
C 1.0446 -0.3804 -0.0878
N -1.0648 2.3446 -0.1388
N 0.0034 0.4330 -0.3573
N -1.2431 -0.0588 -0.3338
Br 2.8733 0.4047 0.1607
H 1.0255 2.2603 -0.4295
H 1.6263 -1.5423 -1.8720
H 0.3422 -2.3570 -0.9311
H 2.0016 -2.3475 -0.4235
H 0.1848 -0.8053 1.7908
H -1.2887 3.3474 -0.0383
H -1.9764 1.8330 -0.2840
H -1.5702 -0.2930 0.5890
H -1.2353 -1.0057 -0.8061

iii.
Computed, not measured: the ion C3H9BrN3 with charge +1, with ωB97M-V/def2-TZVPD.

- SMILES: C[C@@H](Br)/[N+](N)=C/N
- E_HOMO: -14.3 eV
- Net charge: +1
- Kohn-Sham gap: 10.7 eV
- Lowest unoccupied orbital energy: -3.669 eV

CARTESIAN COORDINATES (ANGSTROEM)
C -0.7509 -1.9299 -0.0654
C -1.0109 -0.4997 -0.5631
Br -2.7421 0.1417 0.0282
N 0.0011 0.4324 -0.1139
N 0.0914 0.3567 1.2961
C 0.9699 1.0522 -0.7716
N 1.9769 1.6386 -0.1264
H -0.5632 -2.0199 1.0369
H -0.0561 -2.4568 -0.6928
H -1.6766 -2.5083 -0.0450
H -0.9226 -0.3406 -1.6966
H -0.7546 -0.0984 1.6353
H -0.0561 1.3546 1.7077
H 1.0049 1.0285 -1.8537
H 2.6753 2.1852 -0.7067
H 1.8136 1.6636 0.9309

Result of the stability comparison: iii is the most stable of them.

i.
Computed, not measured: the ion C4H8N with charge +1, with ωB97M-V/def2-TZVPD.

- SMILES: C=[NH+]/C=C/C
- E_HOMO: -13.8 eV
- Net charge: +1
- Kohn-Sham gap: 8.2 eV
- Lowest unoccupied orbital energy: -5.587 eV

CARTESIAN COORDINATES (ANGSTROEM)
C -1.8713 1.0982 1.2154
N -1.1486 0.7006 0.2381
C 0.2719 0.5718 0.0745
C 0.6487 -0.1861 -0.9583
C 1.5727 -1.4070 -0.6331
H -2.9986 1.3968 1.2602
H -1.3574 0.9658 2.1727
H -1.6058 0.8024 -0.6523
H 0.7733 1.3141 0.8569
H 0.2819 -0.1234 -2.0038
H 1.9436 -1.3238 0.3715
H 1.0346 -2.3635 -0.6951
H 2.4550 -1.4459 -1.2467

ii.
Computed, not measured: the ion C4H8N with charge +1, with ωB97M-V/def2-TZVPD.

- SMILES: C=[NH+]/C=C/C
- E_HOMO: -14.5 eV
- Net charge: +1
- Kohn-Sham gap: 8.8 eV
- Lowest unoccupied orbital energy: -5.720 eV

CARTESIAN COORDINATES (ANGSTROEM)
C 1.6157 1.6556 -0.8663
N 1.1710 0.7381 -0.0922
C -0.0712 -0.0291 -0.3831
C -0.5974 -0.8321 0.5954
C -1.9467 -1.4699 0.6664
H 2.0310 2.5626 -0.4596
H 1.6096 1.4830 -2.0461
H 1.4246 0.6553 0.9496
H -0.5075 0.5902 -1.2241
H 0.2075 -1.2306 1.2511
H -2.4590 -1.5504 -0.3237
H -2.6385 -1.0597 1.4311
H -1.8670 -2.5648 0.9927

Result of the stability comparison: ii is the most stable of them.

i.
Computed, not measured: the ion C4H8N with charge +1, with ωB97M-V/def2-TZVPD.

- E_HOMO: -15.0 eV
- Net charge: +1
- Kohn-Sham gap: 10.6 eV
- Lowest unoccupied orbital energy: -4.301 eV

CARTESIAN COORDINATES (ANGSTROEM)
C 0.9914 -0.6890 -0.1192
C 1.2230 0.7961 -0.1532
C -0.4970 -0.6218 0.4406
C -0.7713 0.8485 0.4730
N -1.3017 0.0149 -0.6087
H 1.1735 -1.3869 -0.9279
H 1.7831 -0.9527 0.6170
H 1.5537 1.0780 0.8283
H 1.5026 1.4110 -0.9304
H -1.0643 -1.1989 1.1381
H -1.4156 1.1274 1.2548
H -0.9461 -0.0766 -1.5518
H -2.2314 -0.3500 -0.4608

ii.
Computed, not measured: the ion C4H8N with charge +1, with ωB97M-V/def2-TZVPD.

- SMILES: C=C[N+](=C)C
- E_HOMO: -15.5 eV
- Net charge: +1
- Kohn-Sham gap: 10.0 eV
- Lowest unoccupied orbital energy: -5.493 eV

CARTESIAN COORDINATES (ANGSTROEM)
C -2.1488 -0.1990 0.1606
C -0.9891 0.1906 0.6605
N 0.3777 -0.2222 0.0188
C 0.8671 -1.3505 -0.4492
C 1.1382 0.9679 -0.0725
H -2.1688 -0.5273 -0.9192
H -3.0502 0.0481 0.5686
H -0.6851 0.7862 1.4215
H 0.4145 -2.2949 -0.3337
H 1.9178 -1.4287 -0.8174
H 0.5705 1.8626 0.3405
H 2.1465 0.9062 0.4680
H 1.6098 1.2609 -1.0464

iii.
Computed, not measured: a structure of composition C4H8N, with ωB97M-V/def2-TZVPD.

- E_HOMO: -15.5 eV
- Net charge: +1
- Kohn-Sham gap: 11.3 eV
- Lowest unoccupied orbital energy: -4.194 eV

CARTESIAN COORDINATES (ANGSTROEM)
C -0.5559 1.5546 -0.2887
C -0.5010 1.0643 0.9279
C 0.2302 0.4859 -1.0492
C 0.1642 -1.4534 0.4962
N 0.6941 -0.1809 0.2483
H -1.0839 2.4303 -0.8097
H -0.9203 0.9277 1.8693
H -0.5991 -0.0546 -1.6326
H 1.0610 0.8652 -1.6398
H -0.9232 -1.5954 0.2548
H 0.4991 -2.3086 -0.2313
H 0.3227 -1.9172 1.4114
H 1.6121 0.1822 0.4433

Result of the stability comparison: ii is the most stable of them.

i.
Computed, not measured: the ion C7H9N5O with charge +2, with ωB97M-V/def2-TZVPD.

- E_HOMO: -17.4 eV
- Net charge: +2
- Kohn-Sham gap: 8.2 eV
- Lowest unoccupied orbital energy: -9.213 eV

CARTESIAN COORDINATES (ANGSTROEM)
C 0.0324 2.2291 1.6863
C -0.0795 1.4352 -0.2497
C -0.2953 1.3164 -1.5313
C 0.1736 0.2329 0.7564
C 0.3797 -1.5241 -0.6460
C -1.3532 -1.0158 -2.3906
C 0.4066 0.2387 3.1705
N -0.0555 2.5760 0.4839
N 0.4112 -1.0187 0.5508
N 0.2122 0.8708 1.8762
N -0.4536 -0.7807 -1.5630
N 0.8783 -2.6347 -1.0917
O -0.5254 1.5620 -2.6865
H 0.0871 2.9009 2.4725
H -1.7009 -1.9396 -2.7725
H -1.8249 -0.0775 -2.7356
H 0.1718 0.9433 3.9869
H 1.3598 -0.2105 3.4574
H -0.3872 -0.5824 3.2430
H 1.5807 -3.3001 -0.5985
H 0.8269 -2.9767 -2.0088
H 0.1553 1.7556 -3.4097

ii.
Computed, not measured: the ion C7H9N5O with charge +2, with ωB97M-V/def2-TZVPD.

- SMILES: NC(=[NH2+])O[n+]1[nH]nc2ccccc21
- E_HOMO: -16.9 eV
- Net charge: +2
- Kohn-Sham gap: 8.5 eV
- Lowest unoccupied orbital energy: -8.361 eV

CARTESIAN COORDINATES (ANGSTROEM)
N 2.6916 0.3626 -0.7944
C 2.6737 -0.0487 0.4377
N 3.6256 -0.0401 1.3138
O 1.4272 -0.6076 1.0333
N 0.3295 -0.7965 0.2682
N 0.0085 -2.0532 -0.1982
N -1.1705 -2.1120 -0.6572
C -1.7382 -0.9103 -0.5136
C -3.0277 -0.4684 -0.8456
C -3.3378 0.8306 -0.5251
C -2.4104 1.6863 0.1015
C -1.1240 1.2851 0.4248
C -0.7955 -0.0224 0.1169
H 3.5360 0.7672 -1.1915
H 1.8942 0.3410 -1.4195
H 4.5532 0.3253 1.1194
H 3.4555 -0.3898 2.2527
H 0.6150 -2.8682 -0.1251
H -3.7270 -1.1380 -1.3184
H -4.3246 1.2122 -0.7438
H -2.7170 2.6908 0.3459
H -0.4374 1.9541 0.9184

Result of the stability comparison: ii is the most stable of them.

i.
Computed, not measured: a cluster of 2 separate species, C3H11N3 in total, with ωB97M-V/def2-TZVPD.

- SMILES: [H]/N=C/N.CNC
- E_HOMO: -8.5 eV
- Net charge: 0
- Kohn-Sham gap: 9.5 eV
- Lowest unoccupied orbital energy: 1.017 eV

CARTESIAN COORDINATES (ANGSTROEM)
H -0.9184 -1.8933 -3.6961
N -1.5521 -1.2121 -3.2818
C -1.8208 -0.2862 -4.1001
N -2.6300 0.7610 -3.7583
H -1.5292 -0.2500 -5.1497
H -2.7109 1.5522 -4.3715
H -2.7803 0.9903 -2.7903
C 2.2993 -0.8613 3.9457
N 2.2526 0.3361 3.1259
C 1.0559 1.1189 3.2957
H 3.2409 -1.3861 3.7634
H 2.2114 -0.5869 4.9921
H 1.5156 -1.5944 3.7158
H 2.5062 0.1078 2.1727
H 0.1414 0.6000 2.9589
H 1.1418 2.0568 2.7478
H 0.9319 1.3956 4.3397

ii.
Computed, not measured: an isolated molecule of C3H11N3, with ωB97M-V/def2-TZVPD.

- SMILES: NCCNCN
- E_HOMO: -8.8 eV
- Net charge: 0
- Kohn-Sham gap: 9.9 eV
- Lowest unoccupied orbital energy: 1.108 eV

CARTESIAN COORDINATES (ANGSTROEM)
N 1.6942 0.5216 1.4700
C 0.7066 -0.5142 1.8688
C 0.0342 -1.0232 0.5646
N -0.5596 0.1020 -0.1736
C -0.2479 0.3402 -1.5709
N -1.2710 1.1292 -2.2314
H 1.7809 1.1202 2.2885
H 1.1189 1.1067 0.8674
H -0.1385 -0.1834 2.4910
H 1.2226 -1.3294 2.3753
H 0.8086 -1.5764 0.0250
H -0.7636 -1.7392 0.7769
H -1.5526 -0.0560 -0.0404
H -0.0341 -0.6338 -2.0512
H 0.7084 0.8554 -1.6528
H -2.1686 1.0127 -1.7936
H -1.3384 0.8678 -3.2135

iii.
Computed, not measured: a cluster of 2 separate species, C3H11N3 in total, with ωB97M-V/def2-TZVPD.

- SMILES: [H]/N=C/N.CCN
- E_HOMO: -8.4 eV
- Net charge: 0
- Kohn-Sham gap: 9.4 eV
- Lowest unoccupied orbital energy: 0.982 eV

CARTESIAN COORDINATES (ANGSTROEM)
H -2.8250 0.1438 1.1966
N -2.1830 -0.6528 0.9972
C -2.5792 -1.7260 1.6931
N -1.8425 -2.8743 1.6760
H -3.6546 -1.7066 2.1574
H -2.3181 -3.6695 1.9653
H -0.9928 -2.3959 1.1670
C 1.7729 0.2210 -1.2134
C 1.3787 1.7817 -1.5998
N 1.6359 2.5502 -0.4678
H 0.8518 0.0517 -0.5103
H 1.6280 -0.3615 -2.1621
H 2.7448 -0.0092 -0.8027
H 1.9245 2.1469 -2.4174
H 0.4035 1.5569 -1.8580
H 2.6304 2.7482 -0.3076
H 1.4247 2.1955 0.4867

Result of the stability comparison: i is the most stable of them.